(1)
Molecular formula: C20H25NO2Ti
Method: DFT, ωB97M-V with the def2-TZVPD basis set

The geometry in XYZ format:
```
49
Properties=species:S:1:pos:R:3:mulliken_charge:R:1
Ti -0.35109 -0.42837 -0.20496 -5.471
C -1.51935 -1.86896 1.30484 0.294
C -0.86277 -0.95141 2.17146 -0.328
C -1.31206 0.36813 1.86122 -0.864
H -0.29967 -1.22250 3.06336 0.520
C -2.31904 0.25809 0.84723 -0.237
C -2.43979 -1.12487 0.49574 -0.231
H -3.17341 -1.53522 -0.19434 0.162
H -1.43241 -2.95478 1.35324 0.369
H -1.02824 1.27504 2.39651 0.473
H -2.99299 1.04615 0.53160 0.987
C 0.74380 -2.03583 -1.52530 -0.321
C -0.66996 -2.27087 -1.50283 0.830
C -1.30965 -1.17192 -2.18038 -0.402
H -1.15333 -3.16713 -1.12250 0.178
C -0.28205 -0.30469 -2.65324 0.122
C 0.97617 -0.79542 -2.19372 -1.131
H 1.94746 -0.33527 -2.37055 0.358
H 1.51080 -2.73847 -1.21477 0.706
H -2.37296 -1.03164 -2.36497 0.261
H -0.42111 0.48325 -3.38673 0.880
O -0.34371 1.56637 -0.98924 0.333
C -0.94396 2.76765 -1.51845 3.731
C -0.04294 3.69875 -0.67749 -2.286
C -2.44197 2.89479 -1.32760 -2.047
C -0.58513 2.99118 -2.95982 -3.186
C 0.74013 2.44315 -0.38195 1.759
H -0.51027 4.13890 0.20471 0.143
H 0.46443 4.44498 -1.29331 0.624
H 1.68572 2.38004 -0.96128 -0.088
H 0.85404 2.17535 0.67117 -0.218
H -2.69977 3.96292 -1.40402 0.576
H -2.81724 2.51121 -0.36995 0.068
H -2.93072 2.39084 -2.17526 0.363
H -0.72252 4.05906 -3.16493 0.518
H -1.27358 2.43232 -3.59973 0.407
H 0.45467 2.70956 -3.16841 0.493
O 1.20831 -0.71904 0.71441 -0.175
N 1.91849 -1.52243 1.58650 0.228
C 2.64739 -0.90342 2.54435 -0.232
C 3.27845 -1.66896 3.51152 -0.742
C 3.13756 -3.05958 3.48599 -0.302
C 2.38195 -3.66226 2.47266 -1.234
C 1.76867 -2.86188 1.52176 0.088
H 2.68775 0.18628 2.51921 0.450
H 3.86646 -1.16044 4.27764 0.383
H 3.60671 -3.68212 4.24160 0.343
H 2.24043 -4.73766 2.39059 0.393
H 1.13229 -3.26888 0.73845 0.455
```

Summary:
highest occupied orbital energy (spin up / spin down) = 2.490 / 2.490 eV
⟨S²⟩ = 2.021
total energy = -49838.200 eV
gap between HOMO and LUMO (spin up / spin down) = 0.052 / 0.052 hartree
spin multiplicity = 3
net charge = -2
largest force on an atom = 4.54 eV Å⁻¹

=====

(2)
Molecular formula: C20H25NO3
Method: DFT, ωB97M-V with the def2-TZVPD basis set

The geometry in XYZ format:
```
49
Properties=species:S:1:pos:R:3:mulliken_charge:R:1
C 4.08058 0.99800 -4.81494 -1.092
C 4.05411 2.20317 -3.87415 -0.552
C 4.30812 1.76903 -2.44421 0.525
O 5.33753 2.06170 -1.87339 -0.613
C 3.27486 0.93621 -1.78884 0.343
C 1.95421 0.83335 -2.23074 -0.465
C 1.05555 0.03283 -1.56439 -0.713
C 1.44028 -0.69803 -0.43526 1.023
O 0.47139 -1.47185 0.11363 -0.416
C 0.71177 -2.16226 1.32049 -1.031
C 0.68128 -1.25297 2.56991 0.172
O 0.69202 -2.05318 3.72156 -0.633
C -0.55228 -0.32852 2.58051 -0.702
N -1.74693 -1.12142 2.84867 -0.219
C -2.60231 -1.36285 1.68844 0.208
C -3.71845 -2.32722 2.08946 -1.685
C -3.16707 -0.08570 1.09961 0.212
C -2.87605 0.26548 -0.21203 0.030
C -3.36109 1.44292 -0.75339 -0.659
C -4.14515 2.28680 0.01379 -0.405
C -4.43889 1.94771 1.32357 -0.762
C -3.95051 0.77145 1.86269 -0.390
C 2.75364 -0.59363 0.01769 -0.239
C 3.64612 0.21548 -0.65364 -1.151
H 5.04763 0.50334 -4.76061 0.315
H 3.91665 1.32064 -5.84062 0.329
H 3.31162 0.27688 -4.54806 0.353
H 4.84167 2.90459 -4.15502 0.365
H 3.09379 2.71579 -3.94411 0.315
H 1.61254 1.39383 -3.08675 0.277
H 0.03329 -0.04675 -1.89974 0.404
H 1.65919 -2.71136 1.28880 0.399
H -0.09882 -2.89124 1.40146 0.441
H 1.58692 -0.63784 2.60155 0.455
H -0.22812 -2.32863 3.85992 0.449
H -0.61588 0.21387 1.63047 0.242
H -0.40696 0.40295 3.37889 0.491
H -2.30172 -0.68921 3.57909 0.299
H -1.98196 -1.84064 0.92418 0.318
H -4.35839 -1.88330 2.84840 0.323
H -4.32835 -2.57015 1.22329 0.375
H -3.29176 -3.24295 2.49091 0.452
H -2.26217 -0.39342 -0.80987 0.345
H -3.12554 1.70366 -1.77502 0.390
H -4.52527 3.20635 -0.40603 0.386
H -5.04981 2.60254 1.92786 0.377
H -4.18598 0.52171 2.88852 0.298
H 3.08892 -1.13804 0.88590 0.369
H 4.66577 0.30088 -0.30845 0.449
```

Summary:
highest occupied orbital energy = -8.745 eV
ΔE to the lowest compared entry with this formula, charge and spin = 56.8 kcal per mole
structure (SMILES) = CCC(=O)c1ccc(OC[C@H](O)CN[C@@H](C)c2ccccc2)cc1
total energy = -28778.304 eV
gap between HOMO and LUMO = 0.342 hartree
spin multiplicity = 1
net charge = 0
largest force on an atom = 0.69 eV Å⁻¹

=====

(3)
Molecular formula: C20H26Br4IrO2Si
Method: DFT, ωB97M-V with the def2-TZVPD basis set

The geometry in XYZ format:
```
54
Properties=species:S:1:pos:R:3:mulliken_charge:R:1
Ir -0.56919 -0.18568 -0.32370 1.815
C -0.25702 -1.19158 1.83018 0.711
C -1.56910 -1.38936 1.27371 0.321
C -1.42354 -2.08767 0.01482 0.586
C -0.01154 -2.20375 -0.22190 0.456
C 0.68815 -1.63914 0.92316 0.832
C 2.17179 -1.50655 1.04304 -1.484
C 0.59254 -2.86710 -1.42187 -1.615
C -2.51532 -2.80934 -0.69923 -1.565
C -2.88484 -1.09037 1.91142 -1.871
C 0.04581 -0.45771 3.08512 -1.310
H 2.60758 -2.38783 1.51987 0.374
H 2.44449 -0.63359 1.63573 0.355
H 2.62834 -1.40015 0.05859 0.287
H 0.96682 -3.86307 -1.17069 0.358
H 1.42024 -2.27779 -1.81554 0.313
H -0.14863 -2.97401 -2.20992 0.392
H -2.75172 -3.73556 -0.17385 0.327
H -2.23151 -3.06303 -1.71907 0.374
H -3.42059 -2.20694 -0.75927 0.429
H -3.11849 -1.82088 2.68989 0.347
H -3.68304 -1.12000 1.17370 0.339
H -2.89018 -0.10093 2.36844 0.446
H 0.60210 0.45372 2.85263 0.071
H 0.65425 -1.06592 3.75580 0.353
H -0.86193 -0.16424 3.60825 0.389
Br 3.88431 4.71563 1.77420 -0.172
C 3.03587 3.37812 0.74820 0.229
C 3.64001 2.85878 -0.38766 0.313
Br 5.33325 3.47369 -0.94210 -0.165
C 2.99528 1.86901 -1.13768 -0.036
Br 3.73622 1.10577 -2.68291 -0.140
C 1.74608 1.39647 -0.74426 0.426
O 1.09137 0.47702 -1.42321 -0.936
C 1.14717 1.91744 0.40273 -0.316
O -0.06123 1.44721 0.73672 -1.026
C 1.78010 2.90417 1.14311 0.093
Br 0.87870 3.54776 2.66151 -0.118
C -1.29776 3.38199 -1.51715 -0.841
Si -1.93889 1.94841 -2.53872 0.182
C -3.62608 2.44129 -3.22103 -1.160
C -0.74942 1.56118 -3.93426 -0.938
C -2.18967 0.36722 -1.52905 -0.807
H -1.47948 4.31124 -2.06413 0.491
H -0.22376 3.31909 -1.33500 0.101
H -1.79229 3.45503 -0.54682 0.283
H -3.53175 3.25353 -3.94595 0.312
H -4.28314 2.78722 -2.41989 0.307
H -4.11798 1.60446 -3.72158 0.306
H -0.64890 2.41069 -4.61426 0.349
H -1.09841 0.70620 -4.51859 0.290
H 0.23761 1.32192 -3.53561 0.213
H -2.32469 -0.45249 -2.24748 0.340
H -3.12237 0.42316 -0.95775 0.390
```

Summary:
highest occupied orbital energy (spin up / spin down) = -7.707 / -7.675 eV
⟨S²⟩ = 0.757
ΔE to the lowest compared entry with this formula, charge and spin = 12.3 kcal per mole
total energy = -316143.600 eV
gap between HOMO and LUMO (spin up / spin down) = 0.282 / 0.211 hartree
spin multiplicity = 2
net charge = 0
largest force on an atom = 2.23 eV Å⁻¹

=====

(4)
Molecular formula: C20H26BrF6O10P2
Method: DFT, ωB97M-V with the def2-TZVPD basis set

The geometry in XYZ format:
```
65
Properties=species:S:1:pos:R:3:mulliken_charge:R:1
C -1.86097 3.23942 3.55491 -1.217
C -1.02982 2.80888 2.31613 -0.251
O -1.47442 1.51091 1.88558 -0.335
P -0.31686 0.79899 0.98548 1.082
O 0.77953 0.41502 1.89756 -0.754
C -1.19045 -0.65421 0.25679 -0.931
C -1.15275 -1.88547 1.22531 -1.432
C 0.24512 -2.48448 1.19791 0.511
C 0.99998 -2.65732 2.27242 0.638
Br 0.43969 -2.22322 4.04561 -0.122
C 2.39949 -3.23334 2.12778 -0.345
O 2.88499 -3.96939 2.91224 -0.549
C 3.13945 -2.79854 0.85449 1.090
P 4.92738 -2.51164 0.99814 0.977
O 5.18118 -1.84431 2.28315 -0.781
O 5.77531 -3.89860 0.98757 -0.524
O 5.53097 -1.55068 -0.16275 -0.522
C 2.39479 -2.66960 -0.23784 0.063
C 2.98676 -2.28083 -1.59381 -1.214
C 3.81512 -3.49557 -2.10102 -0.464
C 4.16343 -3.39128 -3.57899 0.210
F 4.69090 -2.25492 -4.10059 -0.291
C 3.95508 -4.47164 -4.40092 0.281
F 4.74192 -5.52285 -4.41691 -0.190
F 2.96670 -4.55699 -5.26920 -0.200
C 0.88313 -2.91866 -0.11236 -0.115
O 0.27585 -3.39328 -1.01446 -0.551
O 0.08553 1.89532 -0.14639 -0.305
C 1.38645 1.70845 -0.70192 -0.463
C 1.38126 0.98936 -2.07015 -0.778
H -2.61273 3.99664 3.29630 0.304
H -1.22840 3.62555 4.36910 0.331
H -2.40792 2.34668 3.89865 0.284
H 0.04032 2.83153 2.57866 0.448
H -1.17927 3.57177 1.53509 0.223
H -0.75389 -0.89506 -0.72268 0.742
H -2.24928 -0.36151 0.18149 0.320
H -1.89975 -2.63712 0.92346 0.362
H -1.42257 -1.51899 2.22309 0.580
H 6.70678 -3.61651 0.99601 0.320
H 5.79935 -0.71866 0.26105 0.346
H 2.12895 -2.18414 -2.28278 0.629
H 3.54036 -1.33819 -1.57229 0.426
H 3.17612 -4.38245 -1.96682 0.424
H 4.71690 -3.69010 -1.48720 0.299
H 1.79216 2.71968 -0.88631 0.354
H 2.10909 1.21259 -0.03537 0.398
H 2.36848 1.18928 -2.52815 0.430
H 1.24587 -0.09366 -1.95299 -0.069
H 0.65369 1.44391 -2.75947 0.340
C -5.93042 4.97030 -0.44782 -0.948
C -6.65458 3.76068 0.13191 -0.278
O -6.30724 2.53179 -0.46011 -0.390
C -5.08004 1.85881 -0.01629 0.089
O -5.00981 1.74034 1.27497 -0.844
C -3.79088 2.49971 -0.63037 0.730
F -3.98544 2.89941 -1.92048 -0.333
F -2.78465 1.58892 -0.68602 -0.270
F -3.30157 3.56928 0.02483 -0.278
H -5.83316 4.88782 -1.53120 0.220
H -6.47547 5.88845 -0.20665 0.413
H -4.93262 5.07568 -0.02778 0.149
H -7.72138 3.88646 -0.08736 0.310
H -6.57078 3.72985 1.22292 0.259
H -5.15097 0.91173 -0.60314 0.162
```

Summary:
highest occupied orbital energy = -3.933 eV
total energy = -146562.176 eV
gap between HOMO and LUMO = 0.163 hartree
spin multiplicity = 1
net charge = -1
largest force on an atom = 2.62 eV Å⁻¹